C50H44Cl3NO2PSiTeTl as an isolated structure. Source: the OMol25 dataset; level of theory: ωB97M-V with the def2-TZVPD basis set.

```
104
Properties=species:S:1:pos:R:3:forces:R:3:lowdin_charge:R:1
Tl -1.5624 -1.0147 -0.2716 -0.07 0.05 -0.17 0.62
C -1.6025 -4.7217 -0.9032 0.06 0.00 0.10 -0.08
C -1.1609 -5.2793 0.4324 0.02 0.05 -0.03 -0.30
C -1.7567 -6.4506 0.8897 0.00 -0.02 0.03 -0.08
C -1.4072 -7.0117 2.1108 0.01 0.01 -0.02 -0.12
C -0.4410 -6.3908 2.8835 0.02 0.02 -0.02 -0.12
C 0.1535 -5.2174 2.4306 0.03 -0.04 -0.06 -0.10
C -0.1795 -4.6312 1.2084 -0.05 0.05 0.05 -0.27
P 0.6236 -2.9733 0.5033 0.06 -0.29 0.22 0.91
C 1.2659 -2.4775 2.1669 -0.12 0.11 0.05 -0.31
C 0.2909 -1.9063 2.9873 0.02 -0.05 -0.07 -0.10
C 0.5563 -1.5000 4.2841 0.06 0.05 0.03 -0.08
C 1.8389 -1.6424 4.7871 -0.01 0.00 0.00 -0.11
C 2.8247 -2.1962 3.9827 0.00 0.01 -0.01 -0.08
C 2.5637 -2.6269 2.6816 0.02 0.01 -0.01 -0.27
C 3.6904 -3.2582 1.9032 -0.07 0.01 -0.01 -0.04
C 1.7911 -3.9232 -0.5576 0.08 0.16 -0.06 -0.31
C 2.1005 -5.2548 -0.7914 -0.05 -0.05 -0.07 -0.08
C 3.1392 -5.5402 -1.6767 -0.03 0.04 0.01 -0.12
C 3.8295 -4.5117 -2.3124 0.01 0.06 0.02 -0.12
C 3.5098 -3.1744 -2.0701 -0.02 -0.07 -0.05 -0.06
C 2.5008 -2.8777 -1.1615 -0.10 -0.02 0.11 -0.34
C 1.9829 -1.6221 -0.5400 0.15 0.17 -0.10 -0.23
H -2.2451 -5.4335 -1.4242 0.00 0.00 0.01 0.07
H -0.7499 -4.4904 -1.5448 -0.02 0.01 -0.02 0.07
H -2.1729 -3.7983 -0.7700 -0.01 -0.02 -0.01 0.02
H -2.5241 -6.9249 0.2849 0.01 0.01 -0.01 0.10
H -1.8933 -7.9168 2.4568 -0.01 0.00 -0.01 0.09
H -0.1538 -6.8107 3.8417 -0.01 0.02 0.01 0.09
H 0.8995 -4.7444 3.0614 -0.02 0.00 0.00 0.09
H -0.7190 -1.7992 2.6043 -0.01 -0.04 0.04 0.04
H -0.2364 -1.0805 4.8882 -0.03 0.06 0.00 0.10
H 2.0720 -1.3296 5.7994 0.00 0.00 -0.02 0.09
H 3.8324 -2.3098 4.3715 -0.02 -0.01 0.01 0.09
H 4.5950 -3.2914 2.5137 -0.01 -0.01 0.00 0.07
H 3.9101 -2.7012 0.9920 0.00 -0.02 0.01 0.07
H 3.4412 -4.2762 1.5977 0.00 0.01 0.00 0.08
H 1.5612 -6.0509 -0.2881 0.02 0.03 0.01 0.10
H 3.4231 -6.5695 -1.8664 -0.02 -0.01 0.00 0.08
H 4.6434 -4.7548 -2.9881 -0.02 0.00 -0.01 0.08
H 4.0661 -2.3835 -2.5626 -0.01 0.01 0.03 0.10
H 1.5074 -0.9434 -1.2566 -0.02 0.05 -0.04 0.02
H 2.7499 -1.0454 -0.0059 0.01 -0.11 0.02 0.05
C -2.9634 6.1152 -1.5181 0.05 -0.11 0.03 -0.07
C -2.5085 4.8588 -0.8171 0.04 0.00 -0.13 -0.28
C -2.8537 4.5690 0.4848 0.09 0.00 0.20 0.00
C -2.4269 3.4143 1.1491 -0.08 0.09 -0.14 -0.07
C -2.7837 3.3469 2.5831 0.00 0.01 0.01 -0.30
O -3.7709 3.9184 3.0237 -0.07 -0.10 -0.04 0.06
C -1.8419 2.7359 3.5805 0.06 0.04 0.00 -0.14
C -2.3587 2.1631 4.7357 -0.03 -0.01 0.02 -0.03
C -1.5114 1.7659 5.7592 -0.01 0.00 -0.04 -0.09
C -0.1414 1.9604 5.6414 0.02 -0.06 -0.03 -0.11
C 0.3807 2.5223 4.4838 0.01 -0.04 0.02 -0.08
C -0.4675 2.9000 3.4546 0.02 -0.03 -0.06 -0.02
C -1.6961 2.3851 0.4624 -0.09 0.09 0.03 -0.37
O -1.4415 1.2567 0.9924 0.16 0.05 -0.07 -0.22
C -1.2830 2.7466 -0.8775 0.08 -0.14 0.03 -0.10
C -1.6884 3.9291 -1.4635 -0.11 0.04 -0.03 -0.02
C -0.3493 1.9068 -1.6957 0.02 0.15 0.07 -0.25
N 0.8656 1.6735 -1.4075 0.01 -0.26 0.07 0.08
C 1.4306 2.0669 -0.1374 0.03 0.12 -0.03 -0.29
C 2.3888 3.2468 -0.2959 -0.16 -0.12 -0.12 -0.48
Te 3.6153 3.2088 -2.0623 -0.02 0.12 0.10 1.22
C 2.1829 4.0768 -3.3502 -0.06 -0.05 -0.02 -0.57
C 1.3433 5.1075 -2.9370 0.06 0.02 -0.04 -0.15
C 0.3762 5.6156 -3.7942 0.09 0.01 -0.07 -0.11
C 0.2453 5.1109 -5.0810 0.03 -0.02 0.02 -0.10
C 1.0961 4.1006 -5.5073 -0.01 0.01 0.00 -0.10
C 2.0560 3.5851 -4.6470 -0.01 -0.02 0.02 -0.17
C -0.8121 1.3994 -3.0343 -0.05 0.10 -0.04 -0.17
C -2.1202 1.5766 -3.4803 0.02 -0.08 0.07 -0.03
C -2.5171 1.0949 -4.7209 0.01 -0.03 -0.02 -0.09
C -1.6167 0.4149 -5.5275 -0.02 0.04 0.02 -0.11
C -0.3144 0.2187 -5.0831 0.00 0.03 0.02 -0.09
C 0.0850 0.7122 -3.8523 0.03 -0.02 -0.06 -0.04
H -3.5840 6.7204 -0.8558 0.01 0.02 -0.01 0.07
H -3.5531 5.8828 -2.4098 -0.01 0.03 0.00 0.07
H -2.1168 6.7291 -1.8420 -0.03 0.02 0.02 0.05
H -3.4510 5.2693 1.0595 -0.03 -0.01 -0.01 0.11
H -3.4297 2.0336 4.8179 0.01 0.00 0.00 0.10
H -1.9219 1.3031 6.6487 0.01 0.00 -0.01 0.10
H 0.5224 1.6519 6.4405 0.00 -0.01 0.00 0.09
H 1.4514 2.6495 4.3767 -0.01 0.01 0.00 0.10
H -0.0642 3.3374 2.5488 -0.03 -0.01 0.00 0.11
H -1.3519 4.1399 -2.4773 -0.07 -0.05 0.08 0.11
H 1.9590 1.1975 0.2616 0.00 0.00 -0.05 0.11
H 0.6702 2.3525 0.5909 0.04 -0.05 0.09 0.09
H 3.0699 3.3234 0.5501 0.02 0.00 0.01 0.04
H 1.8222 4.1749 -0.3563 0.07 0.05 -0.01 0.03
H 1.4296 5.5201 -1.9400 -0.01 -0.01 0.01 0.09
H -0.2813 6.4049 -3.4498 0.00 -0.02 0.01 0.09
H -0.5232 5.4929 -5.7416 0.01 0.00 0.00 0.10
H 0.9945 3.6878 -6.5039 0.00 0.00 0.01 0.10
H 2.6939 2.7740 -4.9793 -0.05 -0.02 0.02 0.09
H -2.8381 2.0717 -2.8404 0.01 0.02 -0.02 0.11
H -3.5396 1.2384 -5.0497 0.00 -0.01 0.01 0.10
H -1.9304 0.0292 -6.4904 0.00 -0.01 0.01 0.09
H 0.3905 -0.3321 -5.6945 0.01 0.01 0.00 0.10
H 1.0961 0.5656 -3.4961 0.00 -0.01 0.04 0.11
Cl -5.3873 -2.7370 0.8651 0.14 0.05 -0.03 -0.03
Si -3.5613 -2.0433 1.8414 -0.14 -0.18 0.08 -0.59
Cl -3.2919 -3.6740 3.2132 0.03 0.04 -0.03 0.05
Cl -4.4311 -0.6111 3.1806 0.01 0.07 0.01 0.04
```
Positions in Å, forces in eV/Å.

Results
HOMO: -0.0525 hartree
Energy: -4589.05768 hartree
Charge: -2
LUMO level: 3.368 eV
Kohn-Sham gap: 4.80 eV